Computed, not measured: a cluster of 12 separate species, C42H94O24S5 in total in a non-equilibrium geometry, with ωB97M-V with the def2-TZVPD basis set.

Summary:
SMILES ... CCOS(C)(=O)=O.CCOS(C)(=O)=O.CCOS(C)(=O)=O.CCOS(C)(=O)=O.CCOS(C)(=O)=O.COC(=O)OC.C1CCOC1.C1CCOC1.C1CCOC1.C1CCOC1.C1CCOC1.C1CCOC1
Total charge ... 0
HOMO energy ... -9.38 eV
Total energy ... -148387.0879 eV
Energy relative to the best compared isomer or geometry (same formula, charge and spin) ... 0.00 kcal/mol
LUMO level ... 0.26 eV

Bonds (Å) are listed after each position.
Atoms and positions in Å:
1 C -23.342 -11.110 -16.612  C2 1.495, H8 1.093, H9 1.092, H10 1.087
2 C -23.266 -9.994 -17.604  C1 1.495, O3 1.437, H11 1.097, H12 1.092
3 O -23.955 -8.812 -17.164  C2 1.437, S4 1.647
4 S -24.919 -8.082 -18.282  O3 1.647, C5 1.809, O6 1.439, O7 1.429
5 C -23.695 -7.710 -19.563  S4 1.809, H13 1.089, H14 1.084, H15 1.083
6 O -25.806 -9.056 -18.862  S4 1.439
7 O -25.368 -6.893 -17.629  S4 1.429
8 H -23.310 -10.705 -15.597  C1 1.093
9 H -22.421 -11.696 -16.612  C1 1.092
10 H -24.213 -11.756 -16.692  C1 1.087
11 H -22.238 -9.633 -17.726  C2 1.097
12 H -23.539 -10.337 -18.604  C2 1.092
13 H -24.309 -7.374 -20.397  C5 1.089
14 H -23.217 -8.617 -19.915  C5 1.084
15 H -23.142 -6.932 -19.051  C5 1.083
16 C -21.160 1.809 -14.739  C17 1.540, H23 1.092, H24 1.094, H25 1.088
17 C -20.144 0.743 -14.290  C16 1.540, O18 1.428, H26 1.088, H27 1.093
18 O -19.989 -0.379 -15.160  C17 1.428, S19 1.647
19 S -21.293 -1.308 -15.543  O18 1.647, C20 1.804, O21 1.433, O22 1.431
20 C -20.889 -2.798 -14.609  S19 1.804, H28 1.087, H29 1.084, H30 1.086
21 O -22.480 -0.672 -15.054  S19 1.433
22 O -21.170 -1.717 -16.909  S19 1.431
23 H -21.295 1.999 -15.807  C16 1.092
24 H -20.879 2.803 -14.380  C16 1.094
25 H -22.158 1.606 -14.356  C16 1.088
26 H -19.163 1.213 -14.251  C17 1.088
27 H -20.417 0.559 -13.248  C17 1.093
28 H -20.403 -2.447 -13.703  C20 1.087
29 H -20.220 -3.405 -15.209  C20 1.084
30 H -21.868 -3.199 -14.363  C20 1.086
31 C -22.645 -8.249 -12.180  C32 1.533, H38 1.091, H39 1.091, H40 1.089
32 C -22.309 -8.273 -13.675  C31 1.533, O33 1.428, H41 1.095, H42 1.090
33 O -20.904 -8.273 -13.932  C32 1.428, S34 1.595
34 S -20.258 -6.989 -14.623  O33 1.595, C35 1.781, O36 1.432, O37 1.439
35 C -20.102 -5.944 -13.190  S34 1.781, H43 1.090, H44 1.087, H45 1.087
36 O -18.945 -7.391 -15.028  S34 1.432
37 O -21.192 -6.376 -15.530  S34 1.439
38 H -23.672 -8.595 -12.056  C31 1.091
39 H -22.563 -7.239 -11.774  C31 1.091
40 H -22.037 -8.963 -11.628  C31 1.089
41 H -22.660 -9.272 -13.957  C32 1.095
42 H -22.942 -7.665 -14.321  C32 1.090
43 H -19.435 -6.459 -12.499  C35 1.090
44 H -21.086 -5.830 -12.742  C35 1.087
45 H -19.600 -5.014 -13.443  C35 1.087
46 C -32.428 -3.244 -18.701  C47 1.523, H53 1.092, H54 1.088, H55 1.093
47 C -31.071 -3.709 -18.189  C46 1.523, O48 1.442, H56 1.088, H57 1.095
48 O -30.426 -4.501 -19.207  C47 1.442, S49 1.636
49 S -28.803 -4.657 -19.079  O48 1.636, C50 1.793, O51 1.432, O52 1.434
50 C -28.601 -5.560 -17.543  S49 1.793, H58 1.089, H59 1.085, H60 1.090
51 O -28.440 -5.536 -20.150  S49 1.432
52 O -28.193 -3.375 -18.885  S49 1.434
53 H -32.259 -2.794 -19.682  C46 1.092
54 H -32.941 -2.646 -17.951  C46 1.088
55 H -33.120 -4.063 -18.910  C46 1.093
56 H -30.532 -2.876 -17.744  C47 1.088
57 H -31.322 -4.444 -17.417  C47 1.095
58 H -29.520 -6.011 -17.172  C50 1.089
59 H -28.133 -4.961 -16.768  C50 1.085
60 H -27.962 -6.403 -17.808  C50 1.090
61 C -28.335 -9.022 -16.184  C62 1.496, H68 1.093, H69 1.097, H70 1.088
62 C -28.291 -10.132 -15.182  C61 1.496, O63 1.429, H71 1.094, H72 1.091
63 O -26.959 -10.582 -14.926  C62 1.429, S64 1.616
64 S -26.236 -10.055 -13.581  O63 1.616, C65 1.811, O66 1.446, O67 1.433
65 C -25.564 -8.451 -14.087  S64 1.811, H73 1.088, H74 1.085, H75 1.084
66 O -27.246 -9.795 -12.579  S64 1.446
67 O -25.102 -10.905 -13.369  S64 1.433
68 H -29.331 -8.710 -16.510  C61 1.093
69 H -27.959 -9.461 -17.117  C61 1.097
70 H -27.788 -8.100 -15.999  C61 1.088
71 H -28.806 -9.828 -14.266  C62 1.094
72 H -28.945 -10.951 -15.488  C62 1.091
73 H -24.854 -8.682 -14.877  C65 1.088
74 H -25.152 -8.026 -13.178  C65 1.085
75 H -26.381 -7.858 -14.482  C65 1.084
76 C -22.074 -4.494 -17.875  O77 1.418, H82 1.086, H83 1.093, H84 1.084
77 O -23.310 -4.032 -18.396  C76 1.418, C78 1.314
78 C -23.715 -4.248 -19.628  O77 1.314, O79 1.209, O80 1.344
79 O -23.128 -4.824 -20.514  C78 1.209
80 O -25.006 -3.876 -19.655  C78 1.344, C81 1.441
81 C -25.670 -3.791 -20.931  O80 1.441, H85 1.087, H86 1.086, H87 1.090
82 H -21.213 -3.899 -18.164  C76 1.086
83 H -21.826 -5.502 -18.218  C76 1.093
84 H -22.201 -4.589 -16.803  C76 1.084
85 H -24.993 -3.699 -21.777  C81 1.087
86 H -26.367 -2.964 -20.835  C81 1.086
87 H -26.249 -4.708 -21.036  C81 1.090
88 C -23.673 0.516 -11.869  C89 1.541, C92 1.509, H93 1.091, H94 1.093
89 C -24.720 -0.208 -12.739  C88 1.541, C90 1.535, H95 1.090, H96 1.070
90 C -25.162 -1.312 -11.769  C89 1.535, O91 1.426, H97 1.093, H98 1.089
91 O -24.176 -1.383 -10.742  C90 1.426, C92 1.427
92 C -23.026 -0.646 -11.156  C88 1.509, O91 1.427, H99 1.102, H100 1.093
93 H -24.126 1.219 -11.167  C88 1.091
94 H -23.049 1.136 -12.519  C88 1.093
95 H -24.268 -0.754 -13.567  C89 1.090
96 H -25.553 0.413 -12.995  C89 1.070
97 H -25.203 -2.280 -12.274  C90 1.093
98 H -26.125 -1.006 -11.362  C90 1.089
99 H -22.367 -1.225 -11.824  C92 1.102
100 H -22.284 -0.472 -10.373  C92 1.093
101 C -26.017 -3.981 -14.479  C102 1.518, C105 1.525, H106 1.096, H107 1.089
102 C -24.565 -3.662 -14.787  C101 1.518, C103 1.535, H108 1.096, H109 1.086
103 C -23.963 -5.074 -14.775  C102 1.535, O104 1.436, H110 1.089, H111 1.095
104 O -24.623 -5.650 -13.637  C103 1.436, C105 1.413
105 C -25.952 -5.182 -13.542  C101 1.525, O104 1.413, H112 1.086, H113 1.093
106 H -26.344 -4.378 -15.446  C101 1.096
107 H -26.612 -3.106 -14.222  C101 1.089
108 H -24.009 -3.071 -14.050  C102 1.096
109 H -24.514 -3.082 -15.703  C102 1.086
110 H -22.892 -5.120 -14.582  C103 1.089
111 H -24.160 -5.612 -15.709  C103 1.095
112 H -26.182 -4.968 -12.502  C105 1.086
113 H -26.672 -5.949 -13.839  C105 1.093
114 C -27.708 -0.080 -13.617  C115 1.548, C118 1.534, H119 1.102, H120 1.075
115 C -28.449 0.337 -12.324  C114 1.548, C116 1.514, H121 1.090, H122 1.088
116 C -29.613 -0.631 -12.304  C115 1.514, O117 1.418, H123 1.095, H124 1.095
117 O -29.811 -1.160 -13.604  C116 1.418, C118 1.418
118 C -28.891 -0.534 -14.482  C114 1.534, O117 1.418, H125 1.100, H126 1.091
119 H -27.259 -1.045 -13.335  C114 1.102
120 H -26.849 0.437 -14.005  C114 1.075
121 H -28.751 1.381 -12.412  C115 1.090
122 H -27.753 0.167 -11.504  C115 1.088
123 H -30.512 -0.136 -11.921  C116 1.095
124 H -29.415 -1.402 -11.552  C116 1.095
125 H -29.249 0.368 -14.999  C118 1.100
126 H -28.577 -1.151 -15.326  C118 1.091
127 C -24.386 0.152 -17.915  C128 1.521, C131 1.559, H132 1.090, H133 1.092
128 C -25.485 -0.711 -18.515  C127 1.521, C129 1.545, H134 1.088, H135 1.089
129 C -26.189 -1.271 -17.258  C128 1.545, O130 1.417, H136 1.091, H137 1.092
130 O -26.083 -0.235 -16.298  C129 1.417, C131 1.410
131 C -24.948 0.570 -16.523  C127 1.559, O130 1.410, H138 1.091, H139 1.092
132 H -24.075 0.980 -18.553  C127 1.090
133 H -23.474 -0.429 -17.760  C127 1.092
134 H -25.111 -1.581 -19.051  C128 1.088
135 H -26.261 -0.165 -19.050  C128 1.089
136 H -25.782 -2.240 -16.968  C129 1.091
137 H -27.207 -1.510 -17.570  C129 1.092
138 H -24.153 0.373 -15.802  C131 1.091
139 H -25.207 1.628 -16.577  C131 1.092
140 C -21.038 -3.946 -9.930  C141 1.514, C144 1.531, H145 1.093, H146 1.089
141 C -22.513 -4.287 -9.892  C140 1.514, C142 1.514, H147 1.093, H148 1.090
142 C -23.013 -4.035 -11.298  C141 1.514, O143 1.434, H149 1.095, H150 1.092
143 O -22.028 -3.168 -11.877  C142 1.434, C144 1.440
144 C -21.065 -2.755 -10.890  C140 1.531, O143 1.440, H151 1.092, H152 1.091
145 H -20.475 -4.769 -10.378  C140 1.093
146 H -20.618 -3.709 -8.953  C140 1.089
147 H -22.994 -3.525 -9.275  C141 1.093
148 H -22.655 -5.296 -9.504  C141 1.090
149 H -23.949 -3.475 -11.195  C142 1.095
150 H -23.261 -4.922 -11.885  C142 1.092
151 H -21.315 -1.837 -10.354  C144 1.092
152 H -20.092 -2.685 -11.378  C144 1.091
153 C -28.119 -5.500 -10.910  C154 1.509, C157 1.515, H158 1.092, H159 1.092
154 C -28.192 -4.080 -11.416  C153 1.509, C155 1.532, H160 1.086, H161 1.089
155 C -29.217 -4.193 -12.548  C154 1.532, O156 1.455, H162 1.099, H163 1.087
156 O -29.737 -5.552 -12.518  C155 1.455, C157 1.416
157 C -28.773 -6.407 -11.933  C153 1.515, O156 1.416, H164 1.098, H165 1.090
158 H -28.780 -5.576 -10.044  C153 1.092
159 H -27.105 -5.814 -10.655  C153 1.092
160 H -27.235 -3.737 -11.798  C154 1.086
161 H -28.490 -3.456 -10.574  C154 1.089
162 H -28.762 -4.206 -13.548  C155 1.099
163 H -30.120 -3.595 -12.647  C155 1.087
164 H -28.102 -6.775 -12.720  C157 1.098
165 H -29.139 -7.309 -11.441  C157 1.090